No. 1
C4H7IO | ωB97M-V/def2-TZVPD

Properties
**2S+1**: 3
**<S²>**: 2.008
**HOMO energy (alpha / beta)**: -4.5 / -9.9 eV
**LUMO (alpha / beta)**: 0.614 / -1.744 eV
**ΔE to the lowest compared entry with this formula, charge and spin**: 291.9 kJ/mol
**Gap between HOMO and LUMO (alpha / beta)**: 5.086 / 8.107 eV
**E**: -14401.2967 eV

Positions of all 13 atoms, in Å:
1 C 1.7166 0.9348 0.1327
2 C 0.2623 1.5380 -0.0016
3 C 0.6860 0.1588 0.2513
4 C 0.9715 -2.1553 0.6703
5 O 0.1126 -1.0591 0.3376
6 I -3.7438 0.1757 -0.0075
7 H 2.8127 1.0134 0.2598
8 H -2.0894 -0.0105 -0.2643
9 H -0.3232 2.1666 0.8071
10 H -0.0878 1.7336 -1.0603
11 H 1.2924 -2.0069 1.7161
12 H 1.9259 -2.1517 0.0380
13 H 0.3683 -3.0612 0.5592

Atom charges from the Löwdin analysis, given in e for atoms 1 to 6: number 1, C, carries -0.010; number 2, C, carries -0.050; number 3, C, carries -0.441; number 4, C, carries -0.060; number 5, O, carries -0.110; number 6, I, carries 0.349


No. 2
C4H7IO2 | ωB97M-V/def2-TZVPD

Properties
**HOMO energy**: -8.7 eV
**LUMO**: 0.539 eV
**ΔE to the lowest compared entry with this formula, charge and spin**: 164.7 kJ/mol
**Gap between HOMO and LUMO**: 9.246 eV
**E**: -16454.9060 eV

Positions of all 14 atoms, in Å:
1 C -1.5693 -1.6494 -1.6942
2 C 0.2124 -0.3993 1.4168
3 C 1.3434 1.4323 -0.4081
4 C -0.0157 0.9057 1.4552
5 O -1.0916 -2.7393 -1.7611
6 O 0.4525 1.8386 0.6051
7 I -0.6137 -1.6885 2.8519
8 H -2.6320 -1.4722 -1.4695
9 H -0.9793 -0.7277 -1.8493
10 H 2.2142 0.9155 0.0075
11 H 1.6570 2.3467 -0.9064
12 H 0.8577 0.7747 -1.1357
13 H -0.6229 1.3716 2.2203
14 H 0.7872 -0.9089 0.6675

Atom charges from the Löwdin analysis, given in e for atoms 1 to 6: number 1, C, carries -0.155; number 2, C, carries -0.648; number 3, C, carries -0.088; number 4, C, carries -0.316; number 5, O, carries 0.006; number 6, O, carries -0.124


No. 3
C4H7KO2 | ωB97M-V/def2-TZVPD

Properties
**HOMO energy (alpha / beta)**: -6.0 / -6.0 eV
**LUMO (alpha / beta)**: -1.083 / -1.083 eV
**ΔE to the lowest compared entry with this formula, charge and spin**: 448.0 kJ/mol
**Gap between HOMO and LUMO (alpha / beta)**: 4.912 / 4.913 eV
**E**: -24675.3356 eV

Positions of all 14 atoms, in Å:
1 O -0.9856 0.5675 -2.5492
2 C -0.6991 1.2426 -1.5328
3 O -0.5852 0.5361 -0.3907
4 K -1.6058 2.9950 -3.9847
5 C 0.8891 0.8105 1.3812
6 C 1.0410 -0.5632 1.6477
7 H 0.2331 1.3598 2.0662
8 H 1.6866 1.3120 0.8233
9 H 0.4623 -0.9624 2.4872
10 H 1.9477 -1.0256 1.2418
11 C -0.5197 -1.2401 -0.2097
12 H -1.5835 -1.4290 -0.4173
13 H -0.4754 -2.1187 0.4450
14 H 0.1945 -1.4845 -1.0079

Atom charges from the Löwdin analysis, given in e for atoms 1 to 6: number 1, O, carries -0.261; number 2, C, carries -0.460; number 3, O, carries -0.267; number 4, K, carries 0.857; number 5, C, carries -0.084; number 6, C, carries -0.142


No. 4
C4H7MgO2 | ωB97M-V/def2-TZVPD

Properties
**2S+1**: 2
**<S²>**: 0.755
**HOMO energy (alpha / beta)**: -6.3 / -8.5 eV
**LUMO (alpha / beta)**: 0.300 / -0.742 eV
**ΔE to the lowest compared entry with this formula, charge and spin**: 82.0 kJ/mol
**Gap between HOMO and LUMO (alpha / beta)**: 6.552 / 7.797 eV
**E**: -13797.9560 eV

Positions of all 14 atoms, in Å:
1 O -0.5811 -2.1829 0.8415
2 C 0.0838 -1.5630 1.6380
3 C 0.8360 -0.2898 1.3401
4 O 0.8917 0.0532 -0.0017
5 C -0.2732 0.7418 -0.5082
6 C -0.2679 0.7716 -2.0071
7 Mg -2.0938 -0.0065 -2.8278
8 H 0.0932 -1.8507 2.7143
9 H 1.8608 -0.4400 1.7229
10 H 0.3841 0.5120 1.9585
11 H -0.2612 1.7919 -0.1671
12 H -1.1271 0.4208 0.1130
13 H -0.1270 1.8109 -2.3561
14 H 0.5816 0.2307 -2.4603

Atom charges from the Löwdin analysis, given in e for atoms 1 to 6: number 1, O, carries 0.053; number 2, C, carries -0.236; number 3, C, carries -0.221; number 4, O, carries -0.148; number 5, C, carries -0.369; number 6, C, carries -0.351


No. 5
C4H7MgO2 | ωB97M-V/def2-TZVPD

Properties
**Charge**: +1
**HOMO energy**: -14.2 eV
**LUMO**: -4.932 eV
**ΔE to the lowest compared entry with this formula, charge and spin**: 0.0 kJ/mol
**Gap between HOMO and LUMO**: 9.261 eV
**E**: -13793.3424 eV

Positions of all 14 atoms, in Å:
1 C -0.9634 0.1967 -0.1696
2 C 0.1685 -0.4545 0.1650
3 C 1.4331 0.1349 -0.1725
4 O 2.4934 -0.5070 -0.1681
5 Mg 4.4194 -0.2547 -0.3145
6 H -0.9016 1.2114 -0.5788
7 H 0.1616 -1.4424 0.6304
8 H 1.4263 1.1675 -0.5653
9 H 5.5544 0.8997 0.2160
10 O -3.3041 0.5859 0.2683
11 C -2.3380 -0.3793 -0.0662
12 H -2.3473 -1.2332 0.6291
13 H -3.1973 0.8430 1.1891
14 H -2.6050 -0.7679 -1.0629

Atom charges from the Löwdin analysis, given in e for atoms 1 to 6: number 1, C, carries 0.010; number 2, C, carries -0.036; number 3, C, carries -0.188; number 4, O, carries -0.161; number 5, Mg, carries 0.976; number 6, H, carries 0.141


No. 6
C4H7N | ωB97M-V/def2-TZVPD

Properties
**HOMO energy**: -9.1 eV
**LUMO**: 1.155 eV
**ΔE to the lowest compared entry with this formula, charge and spin**: 109.1 kJ/mol
**Gap between HOMO and LUMO**: 10.286 eV
**E**: -5750.2864 eV

Positions of all 12 atoms, in Å:
1 C 0.5495 -0.8097 0.7218
2 C -0.0439 1.1718 -0.2702
3 C -1.0407 0.1311 -0.6419
4 C -0.7493 -1.0020 -0.0509
5 H 0.4119 -0.6283 1.7895
6 H 1.3659 -1.5850 0.5945
7 H 1.7096 0.0935 -0.6260
8 H 0.1913 1.9507 -1.0440
9 H -0.4878 1.7305 0.6751
10 H -2.0018 0.3939 -1.1437
11 H -1.3583 -1.8872 -0.0138
12 N 1.1251 0.4263 0.1737

Atom charges from the Löwdin analysis, given in e for atoms 1 to 6: number 1, C, carries -0.231; number 2, C, carries -0.258; number 3, C, carries -0.131; number 4, C, carries -0.095; number 5, H, carries 0.104; number 6, H, carries 0.124


No. 7
C4H7N2 | ωB97M-V/def2-TZVPD

Properties
**2S+1**: 2
**<S²>**: 0.755
**HOMO energy (alpha / beta)**: -4.4 / -8.1 eV
**LUMO (alpha / beta)**: 1.125 / 1.054 eV
**ΔE to the lowest compared entry with this formula, charge and spin**: 9.4 kJ/mol
**Gap between HOMO and LUMO (alpha / beta)**: 5.523 / 9.178 eV
**E**: -7239.4032 eV

Positions of all 13 atoms, in Å:
1 C 0.8943 -0.3629 -1.6368
2 C 0.1800 -0.1960 -0.3555
3 C -0.8006 -0.8828 0.2521
4 N -1.1522 -0.2111 1.4321
5 C -0.2446 0.8134 1.6321
6 N 0.4677 0.9410 0.4403
7 H 0.4028 0.1173 -2.4912
8 H 1.0606 -1.3916 -1.9530
9 H 1.8804 0.1085 -1.6012
10 H -1.3255 -1.7557 -0.0931
11 H -1.9708 -0.4225 1.9619
12 H -0.5004 1.6234 2.2967
13 H 1.1082 1.6190 0.1157

Atom charges from the Löwdin analysis, given in e for atoms 1 to 6: number 1, C, carries -0.053; number 2, C, carries -0.331; number 3, C, carries -0.084; number 4, N, carries -0.016; number 5, C, carries -0.207; number 6, N, carries 0.038


No. 8
C4H7N2 | ωB97M-V/def2-TZVPD

Properties
**2S+1**: 2
**<S²>**: 0.772
**HOMO energy (alpha / beta)**: -7.7 / -8.8 eV
**LUMO (alpha / beta)**: 1.061 / -0.397 eV
**ΔE to the lowest compared entry with this formula, charge and spin**: 148.1 kJ/mol
**Gap between HOMO and LUMO (alpha / beta)**: 8.775 / 8.355 eV
**E**: -7237.9659 eV

Positions of all 13 atoms, in Å:
1 C 0.0479 -0.7829 2.0250
2 C 0.0123 -0.2781 0.6475
3 C -0.8800 -0.6940 -0.3750
4 N -0.5892 0.1243 -1.5219
5 C 0.4589 1.0925 -1.0339
6 N 0.9710 0.5661 0.2546
7 H -0.8475 -1.2181 2.5498
8 H 0.6784 -1.3960 1.2890
9 H 0.7043 -0.1909 2.7557
10 H -1.9289 -0.9161 -0.2603
11 H -0.3484 -0.3616 -2.4012
12 H 1.2666 1.1419 -1.7929
13 H -0.0312 2.0827 -0.8503

Atom charges from the Löwdin analysis, given in e for atoms 1 to 6: number 1, C, carries -0.026; number 2, C, carries -0.494; number 3, C, carries -0.049; number 4, N, carries -0.033; number 5, C, carries -0.221; number 6, N, carries 0.068


No. 9
C4H7N2 | ωB97M-V/def2-TZVPD

Properties
**Charge**: +1
**HOMO energy**: -14.6 eV
**LUMO**: -6.043 eV
**ΔE to the lowest compared entry with this formula, charge and spin**: 739.1 kJ/mol
**Gap between HOMO and LUMO**: 8.546 eV
**E**: -7228.0784 eV

Positions of all 13 atoms, in Å:
1 C -1.3097 -0.4709 1.4476
2 C 1.1127 -0.2188 0.4609
3 C 0.3382 -0.0579 -1.7892
4 C 0.9228 0.5090 -0.6553
5 N -1.6360 0.6450 0.8597
6 N -0.3145 0.3942 1.5890
7 H -1.6329 -1.4395 2.0334
8 H 0.8302 -1.2371 0.3293
9 H -0.0943 -1.0515 -1.8522
10 H -1.6327 0.9430 -0.1653
11 H 0.2525 0.4878 -2.6445
12 H 1.9383 -0.0648 1.2917
13 H 1.2254 1.5615 -0.9051

Atom charges from the Löwdin analysis, given in e for atoms 1 to 6: number 1, C, carries -0.075; number 2, C, carries -0.019; number 3, C, carries 0.144; number 4, C, carries -0.218; number 5, N, carries 0.140; number 6, N, carries 0.104


No. 10
C4H7N2 | ωB97M-V/def2-TZVPD

Properties
**Charge**: +1
**HOMO energy**: -15.6 eV
**LUMO**: -5.448 eV
**ΔE to the lowest compared entry with this formula, charge and spin**: 379.3 kJ/mol
**Gap between HOMO and LUMO**: 10.162 eV
**E**: -7231.8073 eV

Positions of all 13 atoms, in Å:
1 C 1.5154 -0.0671 -0.3908
2 C 0.6001 0.0534 1.9376
3 C -0.2965 0.2906 -1.6439
4 C -0.9606 -0.2334 -0.3812
5 N 1.1201 0.0590 -1.5750
6 N 0.5212 0.0092 0.6891
7 H 2.4760 -0.2134 -0.0680
8 H -0.3284 -0.3090 2.4174
9 H 1.6586 0.0149 2.2968
10 H -0.5338 -0.1000 -2.6887
11 H -0.6677 1.3549 -1.7426
12 H -1.6743 0.3884 0.1146
13 H -0.9462 -1.2889 -0.1904

Atom charges from the Löwdin analysis, given in e for atoms 1 to 6: number 1, C, carries -0.095; number 2, C, carries 0.147; number 3, C, carries -0.206; number 4, C, carries 0.117; number 5, N, carries 0.116; number 6, N, carries -0.009


No. 11
C4H7N2 | ωB97M-V/def2-TZVPD

Properties
**Charge**: +1
**HOMO energy**: -15.3 eV
**LUMO**: -5.275 eV
**ΔE to the lowest compared entry with this formula, charge and spin**: 588.6 kJ/mol
**Gap between HOMO and LUMO**: 9.991 eV
**E**: -7229.6375 eV

Positions of all 13 atoms, in Å:
1 C -0.3265 0.2669 -0.3277
2 C -2.0886 -0.2282 0.7031
3 C -1.7175 0.6684 -0.3800
4 C 2.2139 -0.4174 -0.1237
5 N -1.1658 -0.7396 -0.2865
6 N 1.2092 0.5609 -0.2757
7 H -1.7059 -0.0472 1.7687
8 H -3.1630 -0.6234 0.7635
9 H -2.2601 1.1403 -1.2903
10 H 2.6837 -0.5293 0.8561
11 H 1.8054 -1.3750 -0.4209
12 H 3.0413 -0.1743 -0.9242
13 H 1.4741 1.4980 -0.0623

Atom charges from the Löwdin analysis, given in e for atoms 1 to 6: number 1, C, carries -0.009; number 2, C, carries -0.059; number 3, C, carries -0.017; number 4, C, carries -0.100; number 5, N, carries 0.142; number 6, N, carries 0.058


No. 12
C4H7N2 | ωB97M-V/def2-TZVPD

Properties
**Charge**: +1
**HOMO energy**: -16.4 eV
**LUMO**: -5.858 eV
**ΔE to the lowest compared entry with this formula, charge and spin**: 285.3 kJ/mol
**Gap between HOMO and LUMO**: 10.494 eV
**E**: -7232.7814 eV

Positions of all 13 atoms, in Å:
1 C -1.7202 -0.5886 1.4067
2 C -1.7670 0.0243 0.0725
3 C -0.4289 0.6009 -0.3004
4 C 2.0204 0.0791 -0.5135
5 N -1.6511 -0.8908 2.5015
6 N 0.6378 -0.1514 -0.1900
7 H -2.6448 0.7447 0.1415
8 H -2.0900 -0.6766 -0.6858
9 H -0.2088 1.4938 -0.8833
10 H 2.2947 0.9569 -1.2707
11 H 2.6058 0.3132 0.5041
12 H 2.5357 -0.8392 -0.8051
13 H 0.4164 -1.0663 0.0224

Atom charges from the Löwdin analysis, given in e for atoms 1 to 6: number 1, C, carries -0.218; number 2, C, carries -0.095; number 3, C, carries 0.067; number 4, C, carries -0.026; number 5, N, carries 0.206; number 6, N, carries 0.041